DFT (ωB97M-V/def2-TZVPD) results for a single C27H51BBrClN2O5 molecule at a distorted geometry.

Atoms and positions in Å:
Br -6.233 0.827 4.621
Cl -2.668 4.487 0.539
O -1.586 2.221 2.578
O -0.104 4.895 0.073
O 1.792 2.971 1.339
O -5.149 3.320 5.220
O 5.236 4.228 2.462
N 0.134 2.730 4.304
N 3.286 5.354 1.225
C 1.222 -4.618 -1.158
C 3.018 6.447 2.220
C -0.892 4.592 1.012
C -1.604 -5.699 -3.484
C -2.043 -5.664 -5.039
C -0.020 -5.791 -3.236
C -0.311 4.321 2.471
C -4.069 2.580 3.067
C -0.257 2.730 2.877
C 0.075 1.417 0.528
C -3.241 -2.575 -6.964
C 1.210 -2.037 -0.499
C -1.710 -3.012 -7.305
C 0.767 2.047 1.853
C -5.068 2.421 4.337
C 3.048 2.764 2.066
C 0.261 -5.832 -1.622
C -1.553 -4.621 -7.393
C -2.538 2.491 3.623
C 0.434 1.552 4.804
C -0.877 -5.211 -6.051
C -0.280 -0.140 0.652
C 1.038 -1.095 0.822
C -0.272 0.146 4.528
C 4.263 5.931 0.252
C 0.420 -3.449 -0.353
C 1.649 1.530 5.887
B 3.898 4.159 1.928
H 1.295 2.225 6.745
H -0.827 -4.841 -8.252
H 5.428 5.175 2.682
H -0.668 -3.355 -0.719
H 2.012 -5.046 -0.446
H 0.568 -4.920 -3.681
H 2.900 2.434 3.150
H 1.383 1.172 2.299
H 3.797 7.302 2.164
H -4.292 3.598 2.607
H -3.600 -3.001 -5.967
H -2.367 3.455 4.208
H 1.963 -0.400 0.876
H -4.296 1.692 2.378
H -2.580 -5.109 -7.602
H -1.048 4.826 3.210
H 3.674 1.952 1.534
H -0.425 0.048 3.401
H -0.762 -5.793 -1.091
H -1.100 -0.385 1.419
H 0.950 -1.492 -1.469
H -2.900 -4.896 -5.172
H -2.083 -6.637 -3.027
H 4.692 5.159 -0.489
H 2.328 -2.333 -0.592
H 5.186 6.419 0.756
H -3.961 -2.906 -7.803
H 0.756 -6.854 -1.401
H 0.381 -3.764 0.744
H -1.278 0.067 5.058
H -0.982 -2.564 -6.535
H -0.833 1.994 0.155
H -0.255 -6.123 -6.344
H 3.044 6.067 3.305
H -3.263 -1.426 -6.857
H 0.442 -0.678 4.904
H 0.962 -1.800 1.716
H 0.871 1.501 -0.310
H -0.181 -4.405 -5.633
H 1.992 6.936 2.069
H -2.006 -4.801 -2.898
H 0.697 4.846 2.677
H 0.396 -6.772 -3.666
H -2.474 -6.672 -5.372
H 1.745 0.489 6.363
H 2.627 1.928 5.458
H -1.441 -2.532 -8.313
H 1.762 -4.150 -2.056
H -0.725 -0.450 -0.373
H -2.570 1.645 4.415
H 3.793 6.760 -0.404

Properties
HOMO-LUMO gap: 9.2 eV
Charge: 0
E_HOMO: -9.0 eV
SMILES: CCCCCCCCCCCCCC[C@@H](OCB(O)N(C)C)[C@](CC(=O)Cl)(N=C(C)C)OCCC(=O)Br

=====

DFT (ωB97M-V/def2-TZVPD) results for 2 unconnected molecules or ions with the total composition C27H51BF7N2O3S3 at a distorted geometry.

Atoms and positions in Å:
S 4.691 0.731 -1.953
S 2.135 1.941 -1.049
S 4.385 1.539 5.517
F -1.552 3.664 6.446
F -5.443 -1.972 -7.029
F -0.530 3.656 4.505
F 0.327 4.764 6.192
F -3.840 -3.275 -8.043
F -3.618 -2.690 -5.828
F -3.360 -1.097 -7.462
O 5.405 0.974 6.352
O 4.296 0.603 4.237
O 4.537 2.907 5.129
N 0.697 -0.318 3.980
N 2.364 0.131 -3.072
C 2.404 1.734 3.043
C 3.009 0.434 3.601
C 0.422 1.527 -3.983
C -1.701 -3.288 1.181
C 2.950 1.857 0.562
C -0.326 3.613 5.848
C 2.076 -0.384 4.502
C -2.566 2.411 -4.818
C -4.030 1.960 -4.817
C -3.470 -4.630 -0.028
C 1.852 0.986 -4.163
C 1.686 -2.048 -0.265
C 3.077 0.852 -2.097
C -1.610 1.451 -5.549
C -3.825 0.186 -2.961
C 2.197 -0.036 5.995
C -0.682 0.665 -4.625
C -4.277 0.516 -4.400
C 1.937 2.584 6.198
C 0.426 2.351 6.255
C 1.889 1.511 1.615
C 1.348 -0.751 -2.471
C -2.540 -4.567 1.190
C -0.367 -3.438 0.445
C 2.809 1.315 6.366
C 2.024 -1.935 -1.751
C 0.187 -2.060 0.057
B -4.070 -2.265 -7.097
H -4.135 -5.486 0.025
H -2.199 2.616 -3.812
H -4.660 0.019 -2.287
H -5.342 0.311 -4.475
H 2.194 -1.247 0.272
H 3.717 1.087 0.535
H -2.275 -2.507 0.682
H -3.219 -0.717 -2.961
H 3.132 2.539 3.082
H 1.225 -0.180 6.458
H -1.911 -5.454 1.238
H 3.216 -0.188 2.735
H -0.993 1.978 -6.276
H 3.095 1.257 7.410
H 0.736 -1.152 -3.271
H 2.189 3.246 7.020
H 0.037 -0.368 4.745
H 2.528 1.824 -4.312
H 1.619 0.468 1.489
H 0.976 2.075 1.440
H -2.181 0.717 -6.116
H 1.543 2.038 3.629
H 2.399 -1.422 4.414
H -3.192 0.982 -2.569
H 0.346 -3.954 1.086
H -0.549 -4.026 -0.454
H 2.186 3.141 5.303
H -3.174 -4.584 2.077
H 0.712 -0.188 -1.790
H 0.511 -1.153 3.440
H 1.731 -2.866 -2.236
H 0.094 1.586 5.564
H 0.392 2.505 -4.467
H -0.245 -0.140 -5.215
H -1.269 0.195 -3.839
H -4.074 -3.726 -0.040
H -4.424 2.122 -5.818
H 0.204 1.719 -2.935
H -0.003 -1.400 0.907
H -0.418 -1.693 -0.769
H 0.114 2.148 7.276
H -1.519 -2.938 2.199
H -3.802 -0.180 -5.079
H 3.430 2.803 0.792
H -4.600 2.593 -4.132
H -2.530 3.366 -5.344
H 3.099 -1.857 -1.896
H 1.883 0.402 -5.082
H 2.851 -0.783 6.439
H 2.118 -2.979 0.106
H -2.883 -4.661 -0.943

Properties
HOMO-LUMO gap: 8.2 eV
Charge: -1
E_HOMO: -6.8 eV

=====

DFT (ωB97M-V/def2-TZVPD) results for a molecular structure, C27H51BHgN8O2S3Si at a distorted geometry.

Atoms and positions in Å:
Hg 12.490 10.191 12.898
S 8.873 10.617 10.768
S 10.249 9.222 14.563
S 10.867 13.213 14.980
Si 14.696 7.910 13.642
O 11.450 7.180 7.421
O 12.728 7.985 5.765
N 12.589 8.818 9.276
N 10.187 14.264 12.544
N 7.593 10.409 13.204
N 8.599 11.263 15.372
N 7.901 8.491 12.171
N 12.899 8.882 7.904
N 8.677 12.837 13.332
N 9.819 10.477 16.990
C 11.200 15.788 11.019
C 11.333 15.108 12.393
C 13.182 6.982 14.124
C 10.852 10.182 19.204
C 10.017 8.146 17.984
C 7.543 6.125 11.450
C 9.566 10.368 15.629
C 11.454 16.246 13.394
C 9.920 13.377 13.578
C 10.703 9.550 17.834
C 8.168 9.823 12.080
C 9.114 11.512 17.556
C 16.144 7.043 14.483
C 12.616 14.307 12.387
C 12.299 7.960 7.075
C 14.852 7.789 11.811
C 9.038 14.345 11.758
C 8.383 7.437 11.228
C 8.306 11.947 16.553
C 6.951 9.414 13.916
C 13.695 9.013 5.398
C 8.096 13.478 12.257
C 7.197 8.217 13.326
C 8.192 7.706 9.691
C 12.092 9.468 17.150
C 14.390 9.653 14.107
C 9.804 7.090 11.625
B 7.891 11.710 14.088
H 14.024 8.109 11.255
H 8.258 6.720 9.212
H 12.414 7.460 13.502
H 10.373 7.433 17.267
H 7.238 8.157 9.420
H 15.117 10.418 13.796
H 13.782 9.036 4.326
H 13.852 9.017 7.772
H 13.315 5.922 13.769
H 11.199 15.052 10.213
H 12.102 9.671 9.558
H 6.551 6.191 11.007
H 15.711 8.406 11.443
H 12.921 13.902 13.328
H 11.602 15.888 14.393
H 10.309 16.405 10.865
H 10.646 16.949 13.294
H 12.170 8.602 16.505
H 9.864 10.187 19.755
H 12.365 16.798 13.159
H 12.894 7.045 15.167
H 13.255 9.937 5.700
H 12.078 16.389 10.885
H 10.059 6.155 11.118
H 9.133 11.794 18.606
H 7.444 5.797 12.510
H 11.916 8.033 9.374
H 8.994 8.376 9.380
H 11.133 11.206 19.058
H 14.176 9.826 15.173
H 7.635 12.829 16.455
H 14.680 8.803 5.873
H 16.200 5.991 14.220
H 15.075 6.796 11.435
H 6.983 7.234 13.607
H 8.915 8.298 17.955
H 10.545 7.819 11.334
H 17.085 7.444 14.156
H 11.486 9.557 19.807
H 8.095 5.269 10.973
H 12.908 9.527 17.860
H 6.443 9.702 14.863
H 12.219 10.334 16.499
H 12.468 13.471 11.685
H 8.955 14.954 10.891
H 6.853 12.263 14.377
H 13.422 14.845 11.914
H 15.964 7.148 15.613
H 7.108 13.206 11.908
H 9.886 6.941 12.707
H 10.298 7.759 18.958

Properties
HOMO-LUMO gap (alpha / beta): 5.5 / 6.4 eV
Charge: -1
E_HOMO (alpha / beta): -3.1 / -4.1 eV
Multiplicity: 2
⟨S²⟩: 0.760
Relative energy (zero: lowest compared OMol25 entry of this formula, charge and spin): 107.3 kJ/mol

=====

DFT (ωB97M-V/def2-TZVPD) results for 5 unconnected molecules or ions with the total composition C27H51BIN6O4S.

Atoms and positions in Å:
I -1.324 3.160 3.179
S -4.013 -0.208 0.051
O -1.765 3.991 -1.881
O 0.016 2.656 -2.785
O -2.830 0.804 2.149
O 4.258 0.195 -0.468
N -1.579 -4.561 2.827
N 2.487 1.067 0.746
N -0.942 -1.817 -3.197
N -0.751 0.302 0.440
N 0.765 5.827 -3.643
N 0.856 -0.170 4.800
C 1.483 1.259 -0.304
C 2.310 3.621 -6.257
C -1.073 -0.531 6.522
C 3.199 2.333 1.039
C 3.433 0.023 0.389
C -1.177 -7.481 4.672
C 2.020 5.022 -6.784
C 3.324 -1.260 1.167
C -1.673 -7.132 3.264
C -1.883 1.525 -1.469
C 0.270 -7.069 4.910
C -0.420 0.462 1.892
C 2.282 6.120 -5.745
C 2.540 3.054 2.203
C -1.673 -0.319 -6.274
C -1.693 1.409 0.041
C -1.341 -1.632 -6.973
C -0.843 -1.057 -4.053
C -1.615 -5.693 3.015
C 1.440 5.952 -4.563
C -1.584 1.051 2.692
C 0.018 -0.315 5.573
C 0.489 0.106 -0.377
C -1.269 -2.029 6.780
C -1.618 -2.762 5.489
C -0.747 -0.028 -5.086
C -3.013 1.122 0.772
B -1.148 2.789 -2.082
H 0.594 -7.363 5.908
H -0.812 -2.680 4.759
H -2.066 -2.156 7.513
H 1.528 3.375 1.952
H -1.587 0.507 -6.981
H 0.938 -7.543 4.188
H 4.213 2.069 1.336
H -0.362 -2.447 7.219
H -3.277 -1.238 0.488
H -1.787 -3.823 5.663
H 2.827 -1.091 2.119
H -2.525 -2.352 5.040
H 0.292 0.029 -5.416
H 3.128 3.923 2.495
H 3.324 6.104 -5.421
H 0.474 1.068 2.009
H 1.657 3.370 -5.419
H 0.971 2.198 -0.082
H -0.999 0.925 -4.618
H -1.997 -1.786 -7.828
H 0.222 -0.131 -1.401
H 1.958 1.372 -1.284
H -2.708 -0.338 -5.928
H -1.253 2.332 0.415
H 4.316 -1.674 1.326
H 0.965 -0.783 0.034
H -2.943 1.663 -1.687
H -3.635 2.014 0.668
H -1.563 0.573 3.664
H 2.144 2.879 -7.037
H 3.345 3.531 -5.923
H -1.600 0.602 -1.974
H -1.294 -0.561 0.339
H 0.534 3.472 -2.748
H -1.282 -8.558 4.813
H 2.500 2.378 3.057
H -0.843 0.017 7.437
H -1.986 -0.104 6.100
H -0.191 -0.527 2.291
H 2.646 5.224 -7.653
H 3.274 2.971 0.153
H -1.064 -7.630 2.508
H 0.983 5.083 -7.117
H 2.078 7.106 -6.163
H -1.823 -7.001 5.410
H -1.469 -2.482 -6.302
H 2.744 -1.973 0.578
H -0.311 -1.636 -7.334
H -2.705 -7.455 3.126
H -1.177 4.750 -1.786
H 0.394 -5.988 4.827

Properties
HOMO-LUMO gap: 9.8 eV
Charge: +1
E_HOMO: -11.7 eV

=====

DFT (ωB97M-V/def2-TZVPD) results for 2 unconnected molecules or ions with the total composition C27H51Cl2F5N3O2P2 at a distorted geometry.

Atoms and positions in Å:
Cl -4.295 -0.805 -3.663
Cl -1.430 2.581 -4.156
P -2.087 -1.863 -1.616
P 2.774 -0.080 -0.744
F 3.283 -2.867 -4.637
F 1.408 -1.341 -4.983
F 2.414 0.316 -3.864
F 3.025 -2.833 -2.324
F 4.331 -1.310 -3.376
O 8.016 -3.086 -6.849
O 0.937 2.601 8.071
N 6.254 -2.105 -5.861
N -0.443 -0.503 -3.328
N 0.345 1.016 -1.371
C 2.942 1.495 0.333
C -1.938 1.832 3.488
C -1.013 1.899 1.058
C -2.148 2.475 2.031
C -0.135 2.238 8.982
C -2.111 -3.274 -2.866
C 8.054 -0.696 -6.691
C -1.560 0.678 0.181
C -1.963 2.941 7.227
C -2.171 3.010 4.573
C -4.231 -3.279 -0.274
C -4.023 1.768 -5.147
C 7.463 -2.064 -6.486
C 1.527 1.412 7.484
C -1.430 1.762 8.171
C 3.129 -2.071 -3.471
C 3.104 -1.487 0.518
C -2.800 0.230 -3.377
C -3.612 -1.800 -0.530
C 1.949 -1.014 -3.696
C 0.742 -1.112 -2.646
C 0.969 -0.330 -1.269
C -2.643 2.270 5.938
C -1.167 0.940 -1.343
C -2.801 1.409 -4.166
C -1.606 -0.184 -2.390
C -1.662 -4.615 -2.055
H -2.690 0.984 3.611
H 9.016 -0.643 -6.181
H -4.988 1.843 -4.563
H -0.422 3.099 9.666
H 2.639 1.441 7.726
H -1.117 3.639 6.900
H 7.406 0.090 -6.297
H 2.660 -1.139 1.504
H 0.197 1.366 9.633
H -5.038 -3.268 0.527
H 2.446 -2.360 0.173
H -2.306 1.188 5.848
H -3.796 2.702 -5.764
H -1.241 3.641 4.732
H 3.414 2.349 -0.236
H -4.449 -1.116 -0.876
H -4.114 0.896 -5.879
H 8.197 -0.527 -7.759
H -2.705 0.728 0.237
H -4.590 -3.691 -1.267
H -2.975 3.680 4.135
H -0.093 0.327 -3.834
H 4.198 -1.761 0.566
H -3.779 2.270 5.958
H -3.212 2.218 1.697
H -2.784 3.526 7.764
H -0.096 1.623 1.662
H 1.072 0.445 7.898
H -2.297 1.488 8.864
H -0.738 2.731 0.326
H -3.367 -3.890 0.167
H -3.182 -3.495 -3.213
H -1.141 0.817 7.613
H 0.609 -2.235 -2.457
H 0.500 -0.990 -0.456
H 0.673 1.541 -2.189
H -2.111 3.616 2.072
H -3.323 -1.429 0.515
H 3.693 1.198 1.148
H -0.904 1.399 3.663
H -0.824 -4.266 -1.358
H -1.163 -5.308 -2.814
H 5.836 -3.010 -5.710
H 5.762 -1.288 -5.546
H 1.373 1.418 6.347
H -2.519 -5.106 -1.511
H -1.578 1.985 -1.567
H -0.870 -1.111 -4.058
H 1.963 1.749 0.842
H -1.258 -0.331 0.591
H -1.380 -3.187 -3.726

Properties
HOMO-LUMO gap: 8.0 eV
Charge: +1
E_HOMO: -10.9 eV
Relative energy (zero: lowest compared OMol25 entry of this formula, charge and spin): 521.3 kJ/mol

=====

no.,M (g mol⁻¹)
1,609.88
2,691.72
3,855.45
4,693.53
5,677.57